The following is a DFT calculation (the ωB97M-V functional and the def2-TZVPD basis) of 2 unconnected molecules or ions with the total composition C4H8N4.

Last column: Mulliken charge in e.
Atoms and positions in Å:
C 2.33076 -0.72270 0.53713  -0.90
C 0.74782 1.21343 0.32606  -0.06
C 0.37037 -0.83732 -0.85895  0.04
C -1.85085 -0.24073 -0.02667  0.09
H 2.07078 -1.19486 1.40849  0.43
H 3.29882 -0.23136 0.72992  0.31
H 2.52484 -1.53989 -0.21690  0.27
H 0.86047 1.57525 1.74635  0.19
H -0.66917 2.91796 -0.05604  0.26
H 0.86364 -1.73179 -1.24649  0.31
H -2.44819 0.74346 -0.33487  0.32
H -3.01122 -0.40872 1.61103  0.28
N 1.14379 -0.00146 -0.02435  0.13
N -0.04504 1.95390 -0.59445  -0.58
N -0.98488 -0.87078 -0.99242  -0.53
N -1.98225 -0.59683 1.11024  -0.55

Output
Electronic energy: -10231.9436 eV
LUMO: 0.3 eV
Energy above the lowest of the compared OMol25 structures with the same formula, charge and spin: 145.25 kcal per mole